(1)
Entry from the Open Molecules 2025 dataset: a molecular structure, C32H32IrN6O2PS2 (the ωB97M-V functional and the def2-TZVPD basis).

Structure (XYZ):
```
76
Properties=species:S:1:pos:R:3:forces:R:3:lowdin_charge:R:1
Ir -1.01315 0.42136 0.65194 -0.888 0.823 -0.253 0.72
N -0.44468 -0.76229 -0.82183 0.210 -0.369 -0.161 -0.45
P -1.26540 -0.65730 -2.15068 -0.099 -0.022 -0.004 0.76
C -2.84942 0.17949 -1.87686 0.119 -0.046 0.071 -0.32
C -4.01919 -0.52800 -1.61531 -0.119 -0.001 0.053 -0.08
C -5.13898 0.14036 -1.13755 0.057 -0.064 -0.037 -0.06
C -5.09418 1.50888 -0.90550 -0.020 0.027 -0.028 -0.07
C -3.93295 2.22108 -1.17468 -0.068 0.002 0.027 -0.07
C -2.81500 1.56252 -1.66406 0.138 0.042 0.111 -0.13
C -0.46189 0.31251 -3.45318 -0.027 -0.026 -0.051 -0.29
C -1.17401 0.82302 -4.53802 0.035 0.018 0.009 -0.09
C -0.52001 1.55144 -5.51838 0.005 0.005 -0.001 -0.07
C 0.84593 1.78376 -5.41407 -0.007 0.001 -0.004 -0.08
C 1.55429 1.29534 -4.32644 0.009 -0.006 0.006 -0.07
C 0.90171 0.56100 -3.34607 0.011 -0.019 0.007 -0.09
C -1.60179 -2.29749 -2.83528 -0.033 0.067 -0.072 -0.29
C -2.25799 -2.46749 -4.05280 0.001 -0.034 0.007 -0.08
C -2.50939 -3.74184 -4.53559 -0.001 0.021 0.006 -0.08
C -2.10327 -4.85204 -3.80606 0.005 -0.002 0.010 -0.08
C -1.45036 -4.68671 -2.59361 0.008 -0.016 -0.002 -0.08
C -1.20094 -3.41112 -2.10654 -0.005 0.003 0.029 -0.08
H -4.05010 -1.60073 -1.76601 0.010 0.003 -0.006 0.11
H -6.04517 -0.41337 -0.92725 0.008 0.009 -0.004 0.11
H -5.95090 2.02770 -0.49640 0.013 -0.002 0.001 0.09
H -3.90095 3.28704 -0.98978 0.003 0.000 0.008 0.11
H -1.90832 2.12417 -1.87155 -0.022 -0.005 -0.044 0.09
H -2.24589 0.67941 -4.60358 -0.011 -0.004 -0.005 0.10
H -1.07687 1.95011 -6.35648 0.005 0.000 0.005 0.11
H 1.35395 2.35986 -6.17702 -0.002 -0.005 0.010 0.10
H 2.61426 1.49525 -4.23558 -0.006 -0.002 -0.001 0.10
H 1.43354 0.19552 -2.47541 -0.016 0.023 -0.011 0.08
H -2.57929 -1.60794 -4.62648 0.006 0.017 -0.016 0.10
H -3.02202 -3.86925 -5.48004 0.001 -0.001 0.002 0.11
H -2.29929 -5.84727 -4.18394 0.001 0.003 0.001 0.10
H -1.13760 -5.55202 -2.02337 -0.003 0.004 -0.004 0.10
H -0.70161 -3.25966 -1.15738 -0.004 0.002 -0.002 0.09
O 3.70915 3.45543 5.98424 0.050 -0.023 0.009 0.12
C 4.01186 2.58627 4.99572 -0.018 0.003 0.012 -0.49
O 4.94928 1.84598 5.11361 0.025 -0.026 -0.008 0.11
C 3.11815 2.58951 3.80067 -0.018 0.002 -0.027 -0.16
C 1.76007 2.89199 3.88479 -0.040 0.001 0.045 -0.03
C 0.93982 2.76900 2.77792 0.068 0.011 -0.074 -0.11
C 1.46773 2.34625 1.55814 0.061 0.013 -0.007 -0.64
S 0.47389 2.09863 0.10852 -0.183 -0.237 0.299 0.61
C 2.83803 2.10093 1.46402 -0.011 -0.069 0.010 -0.11
C 3.65400 2.20385 2.57842 0.017 0.015 -0.016 -0.02
H 3.01445 4.05783 5.69548 -0.052 0.033 -0.017 0.10
H 1.31312 3.17609 4.83208 0.005 -0.007 -0.013 0.12
H -0.11717 2.96566 2.85943 -0.098 0.000 0.000 0.09
H 3.25082 1.79441 0.51055 -0.008 -0.012 0.010 0.10
H 4.70994 1.97315 2.51913 -0.004 -0.004 -0.002 0.12
C 1.78983 -2.03467 5.17027 -0.029 -0.010 0.017 -0.08
C 2.27826 -0.86333 4.33531 0.014 0.000 -0.061 -0.25
N 2.37440 -1.18970 2.91245 0.092 -0.035 0.035 0.04
C 1.41946 -1.02617 1.99675 -0.092 -0.316 -0.127 -0.69
S -0.16323 -0.48879 2.51053 0.411 0.034 -0.165 0.69
N 1.63779 -1.29593 0.72361 0.814 0.010 0.817 0.00
C 2.93155 -1.64323 0.15349 -0.122 0.005 0.139 -0.22
C 3.23114 -3.13616 0.23137 0.032 0.016 -0.005 -0.07
H 1.73769 -1.74742 6.22089 0.002 -0.002 -0.009 0.08
H 2.46458 -2.88818 5.08631 -0.006 0.007 -0.007 0.08
H 0.79441 -2.34720 4.85133 0.011 0.002 0.007 0.07
H 3.27199 -0.54065 4.64826 -0.016 0.022 0.026 0.12
H 1.61055 -0.01007 4.43372 -0.007 0.042 0.002 0.08
H 3.23630 -1.61435 2.61060 0.003 0.014 -0.034 0.13
H 0.84897 -1.14317 0.08178 -0.289 -0.022 -0.603 -0.01
H 3.71229 -1.05307 0.64099 0.042 0.003 0.032 0.11
H 2.91072 -1.31793 -0.88589 -0.040 -0.010 -0.027 0.11
H 3.22781 -3.49844 1.26111 -0.002 0.010 0.003 0.07
H 4.21020 -3.34872 -0.19903 -0.006 -0.010 -0.004 0.08
H 2.48129 -3.70315 -0.31997 -0.002 0.014 -0.003 0.08
N -5.87695 3.66392 1.47719 0.077 0.031 -0.011 0.10
C -4.76750 3.61044 1.80601 0.037 0.015 0.100 -0.41
N -3.49837 3.62661 2.19894 -0.106 -0.071 0.016 0.07
C -2.79591 2.56967 2.03719 0.093 -0.213 -0.177 -0.36
N -2.09345 1.63940 1.92489 -0.017 0.318 0.160 -0.09
```
Positions in Å, forces in eV/Å.

DFT total energy = -2959.71324 Ha
Total charge = 0
Energy relative to the best compared isomer or geometry (same formula, charge and spin) = 0.0 kcal per mole
E_LUMO (spin up / spin down) = -0.99 / -0.99 eV



(2)
Entry from the Open Molecules 2025 dataset: a molecular structure, C32H32IrN6O3S2 (the ωB97M-V functional and the def2-TZVPD basis).

Structure (XYZ):
```
76
Properties=species:S:1:pos:R:3:forces:R:3:lowdin_charge:R:1
Ir -0.38242 -0.46659 0.18623 1.730 1.454 -1.022 1.14
N -6.47087 2.80855 -4.80613 -0.047 -0.050 0.051 0.12
C -5.71573 2.05779 -3.94807 0.005 0.026 -0.029 -0.31
C -5.35502 0.74483 -4.28092 -0.009 -0.010 -0.014 -0.02
C -4.60060 -0.01488 -3.41435 -0.009 0.031 0.050 -0.05
C -4.20225 0.52261 -2.19353 0.084 0.018 -0.187 -0.31
C -4.56474 1.81766 -1.84042 -0.026 -0.027 -0.010 -0.05
C -5.31797 2.57820 -2.70796 0.003 0.014 0.011 -0.02
S -3.17213 -0.42066 -1.16249 -0.084 0.099 0.030 0.60
O -3.31412 0.04502 0.19845 -0.126 0.029 0.020 -0.33
O -3.36153 -1.81443 -1.43966 0.031 0.022 -0.120 -0.28
N -1.59625 -0.01217 -1.50267 -0.461 0.152 0.143 -0.20
C -0.86075 -0.78429 -2.36081 -0.017 -0.055 -0.033 -0.50
N -1.23241 -1.20266 -3.55728 0.065 0.018 -0.023 0.17
C -0.34206 -1.94864 -4.20072 0.028 -0.007 0.032 -0.08
C 0.90748 -2.27955 -3.67787 -0.019 0.087 -0.090 -0.03
C 1.19578 -1.83388 -2.40883 0.174 0.072 0.200 -0.08
N 0.31611 -1.07730 -1.74978 -0.898 -0.905 0.410 -0.05
H -6.62353 2.48670 -5.74388 0.010 0.017 -0.008 0.10
H -6.59130 3.78985 -4.63752 0.011 0.004 -0.012 0.10
H -5.67830 0.32934 -5.22726 0.012 -0.012 0.002 0.12
H -4.31550 -1.02725 -3.66475 0.005 0.007 -0.032 0.11
H -4.27023 2.21562 -0.87933 0.009 0.010 -0.007 0.10
H -5.61498 3.58302 -2.43381 0.007 -0.002 0.010 0.11
H -0.64206 -2.30723 -5.17865 0.023 0.009 -0.011 0.12
H 1.61612 -2.87149 -4.23561 -0.010 -0.008 -0.004 0.11
H 2.12920 -2.05569 -1.90771 -0.047 -0.081 0.060 0.13
C 2.61428 -0.48083 3.23580 0.218 0.015 -0.017 0.01
N 2.09547 0.87304 3.03969 -0.173 -0.059 -0.008 -0.08
C 1.96686 1.82268 4.03018 0.057 0.026 0.009 -0.02
C 1.48769 2.94923 3.45435 0.018 -0.004 -0.003 -0.03
N 1.33321 2.65750 2.12289 -0.046 0.061 -0.007 0.10
C 1.68534 1.38798 1.87115 0.287 -0.045 0.136 -0.68
S 1.67127 0.65047 0.30614 -0.390 -0.571 0.178 0.72
H 2.50627 -0.74318 4.28481 -0.012 0.026 0.001 0.11
H 3.66437 -0.51536 2.95034 0.004 0.047 0.033 0.11
H 2.04276 -1.17491 2.63040 -0.062 -0.018 -0.028 0.04
H 2.25667 1.62870 5.04735 -0.033 -0.040 0.001 0.14
H 1.25848 3.91251 3.87187 -0.009 0.000 -0.006 0.13
H 0.96402 3.26859 1.41147 -0.013 -0.039 -0.028 0.16
C -4.10114 4.52513 6.05622 -0.030 -0.027 -0.022 -0.03
C -3.42413 3.53062 5.16039 0.067 0.024 0.000 -0.23
C -2.90294 2.34714 5.67134 -0.033 -0.030 0.013 0.01
C -2.27220 1.41951 4.85973 -0.011 -0.033 0.057 -0.18
C -1.71948 0.16683 5.49493 -0.028 0.044 -0.030 -0.03
C -2.13628 1.70609 3.48350 0.173 0.127 -0.063 -0.10
C -1.42709 0.75513 2.67108 -0.125 -0.084 0.253 -0.13
O -0.99057 0.99331 1.53236 -0.907 -0.471 0.279 -0.21
C -2.67658 2.89754 2.93899 0.033 0.028 -0.058 -0.17
C -2.61273 3.22413 1.47177 -0.004 -0.027 0.055 -0.02
C -3.31221 3.77830 3.79295 -0.003 0.009 0.000 0.01
H -3.94991 4.28386 7.10632 -0.004 0.005 0.002 0.08
H -5.17540 4.54035 5.86273 0.000 -0.005 -0.002 0.10
H -3.72515 5.53140 5.87004 -0.002 0.001 0.005 0.09
H -3.00041 2.13982 6.73037 0.002 0.007 0.000 0.12
H -2.14876 0.03533 6.48579 0.024 0.015 0.014 0.09
H -0.63449 0.23102 5.60884 0.003 -0.041 -0.024 0.09
H -1.94266 -0.73084 4.91976 -0.015 0.008 0.015 0.07
H -1.22989 -0.23197 3.09721 -0.094 -0.050 -0.139 0.11
H -2.86204 2.35397 0.86640 -0.018 0.007 -0.007 0.05
H -1.60763 3.53036 1.17516 -0.004 0.008 -0.013 0.08
H -3.29692 4.03994 1.24437 0.005 0.006 0.002 0.09
H -3.73723 4.68789 3.38388 -0.009 -0.001 0.012 0.13
C -0.01063 -1.78131 1.58670 0.818 0.211 -0.162 -0.25
C 0.15300 -2.66289 2.40323 -0.073 -0.084 0.202 -0.13
C 0.35038 -3.70738 3.37232 -0.072 0.078 -0.080 -0.26
C -0.40837 -3.74660 4.54418 0.006 -0.016 0.024 -0.04
C -0.22199 -4.76311 5.46689 -0.007 0.019 0.001 -0.08
C 0.72437 -5.75156 5.23440 0.005 -0.002 -0.002 -0.08
C 1.48848 -5.71589 4.07638 -0.002 0.009 -0.008 -0.08
C 1.30518 -4.70163 3.14994 0.036 -0.011 0.020 -0.04
H -1.15277 -2.97954 4.71679 -0.014 -0.037 -0.004 0.10
H -0.82223 -4.79073 6.36697 -0.003 0.009 -0.002 0.11
H 0.86185 -6.55028 5.95097 0.006 0.005 0.003 0.10
H 2.22473 -6.48692 3.89100 0.005 0.008 -0.006 0.11
H 1.89506 -4.67185 2.24312 -0.015 -0.023 -0.008 0.11
```
Positions in Å, forces in eV/Å.

DFT total energy = -2693.31822 Ha
Total charge = +1
Energy relative to the best compared isomer or geometry (same formula, charge and spin) = 25.9 kcal per mole
E_LUMO = -3.51 eV



(3)
Entry from the Open Molecules 2025 dataset: 8 unconnected molecules or ions with the total composition C32H32N8O8 (the ωB97M-V functional and the def2-TZVPD basis).

Structure (XYZ):
```
80
Properties=species:S:1:pos:R:3:forces:R:3:lowdin_charge:R:1
O 6.93544 -5.51864 2.83171 -0.163 -0.036 -0.015 0.08
N 6.43896 -4.47979 2.44482 0.790 0.418 -0.181 -0.35
O 7.06474 -3.44022 2.29347 -0.429 -0.315 0.038 0.07
C 5.01272 -4.46953 2.14935 -1.453 -0.098 0.115 -0.16
C 4.26470 -5.61233 2.33694 0.060 -0.871 0.237 0.00
C 2.87181 -5.59408 2.21997 0.933 0.625 -0.094 -0.06
C 2.25647 -4.40690 1.85715 -0.460 0.297 0.151 -0.08
C 2.99540 -3.23516 1.62224 -0.151 -1.196 0.010 -0.08
C 4.35432 -3.29842 1.80271 1.387 1.023 0.127 -0.03
H 4.77098 -6.52759 2.61650 0.000 0.048 0.005 0.12
H 2.31597 -6.49150 2.44274 -0.131 0.010 -0.093 0.11
H 1.17544 -4.37723 1.82633 0.019 0.062 -0.258 0.08
H 2.54257 -2.32082 1.27216 -0.177 0.014 0.201 0.08
H 4.96565 -2.40291 1.75013 -0.102 -0.024 -0.266 0.12
O 7.35592 -4.23499 -3.38946 0.163 0.176 -0.940 0.09
N 6.41052 -4.16496 -2.64257 0.395 0.156 0.323 -0.36
O 6.39726 -4.67946 -1.54849 -0.325 -0.286 0.523 0.08
C 5.24500 -3.37314 -3.02648 -1.115 0.291 -0.600 -0.14
C 4.23897 -3.22018 -2.10470 -0.491 0.713 1.531 0.00
C 3.08386 -2.47596 -2.36435 0.988 -0.524 -0.435 -0.06
C 2.89357 -2.01978 -3.65418 -0.415 -0.018 -0.006 -0.08
C 3.89276 -2.16704 -4.61779 -0.523 -0.029 0.633 -0.07
C 5.06279 -2.82878 -4.29611 0.473 -0.567 -0.742 -0.01
H 4.34163 -3.58311 -1.08959 0.278 -0.216 -0.153 0.10
H 2.39711 -2.27937 -1.55455 -0.246 -0.200 -0.130 0.08
H 1.90750 -1.64753 -3.91092 0.234 0.455 -0.147 0.10
H 3.71530 -1.77747 -5.60944 0.163 -0.146 -0.114 0.10
H 5.73857 -3.04734 -5.11441 0.389 0.166 0.336 0.12
O 1.81135 5.20132 -0.01345 0.052 0.189 -0.142 0.06
N 0.75790 5.75432 0.24046 0.226 -0.433 0.628 -0.34
O 0.44126 6.85975 -0.13496 -0.068 -0.032 -0.047 0.09
C -0.19940 4.99107 1.08728 -0.211 0.266 0.017 -0.13
C -1.38219 5.62103 1.42180 -0.250 -0.898 -0.412 0.00
C -2.36179 4.82909 2.01728 0.066 1.234 0.237 -0.07
C -2.10512 3.52790 2.39581 -0.180 -0.290 0.066 -0.07
C -0.89374 2.92771 2.08312 0.236 0.200 -0.141 -0.06
C 0.08231 3.67051 1.43474 0.186 0.595 -0.533 0.00
H -1.58716 6.63821 1.12703 0.095 0.020 0.003 0.12
H -3.30277 5.34161 2.17881 -0.153 -0.417 0.320 0.11
H -2.83346 2.95262 2.95458 -0.177 0.051 -0.191 0.11
H -0.75713 1.88000 2.31212 0.278 0.076 0.152 0.10
H 1.06485 3.33157 1.13369 -0.135 -0.456 0.168 0.11
O -4.74692 1.61477 0.61144 0.248 0.228 -0.118 0.06
N -4.02118 2.24757 -0.14458 -0.940 -0.191 0.390 -0.33
O -3.05885 1.77023 -0.69398 0.564 0.000 -0.349 0.08
C -4.36627 3.64584 -0.38889 0.093 1.509 -0.423 -0.16
C -5.43471 4.21086 0.28435 -0.187 -0.843 0.115 -0.01
C -5.74976 5.55008 0.09022 0.328 -0.129 -0.082 -0.06
C -4.90920 6.33402 -0.68792 0.205 -0.216 0.307 -0.06
C -3.79418 5.77513 -1.32098 -0.233 0.394 -0.243 -0.06
C -3.56519 4.42202 -1.23908 0.030 -1.568 0.845 0.00
H -5.96166 3.51848 0.93046 -0.357 0.432 0.060 0.12
H -6.60889 6.01681 0.54934 -0.034 -0.191 0.180 0.11
H -5.11084 7.39607 -0.71813 0.115 0.031 -0.301 0.11
H -3.12252 6.41256 -1.87923 -0.017 -0.051 -0.114 0.11
H -2.77043 3.83451 -1.68571 0.236 0.698 -0.326 0.12
C -4.74030 -1.11395 2.08843 0.799 0.014 -0.503 -0.06
C -4.14295 -2.44477 2.18395 -0.490 0.103 0.646 -0.29
N -3.72065 -3.50951 2.22431 0.227 -0.067 0.111 0.17
H -3.96001 -0.44611 1.72248 -0.156 0.094 -0.093 0.03
H -5.06904 -0.69169 3.03280 -0.277 -0.359 0.074 0.09
H -5.51530 -1.15155 1.32504 -0.223 0.175 0.225 0.09
C 1.50707 2.42784 -1.69461 1.096 0.788 0.092 -0.06
C 2.70498 1.60113 -1.47221 -1.166 0.227 -0.591 -0.27
N 3.59150 0.91822 -1.24455 0.613 -0.356 0.166 0.14
H 1.80334 3.42588 -1.34972 -0.451 -0.178 0.439 0.05
H 0.67684 2.01251 -1.13467 -0.176 0.169 -0.036 0.06
H 1.25689 2.63969 -2.73253 0.045 -0.760 -0.157 0.09
C -3.59955 -3.16405 -0.76892 -0.008 -0.560 0.267 -0.09
C -4.84786 -3.92124 -0.73317 0.515 0.252 -0.279 -0.29
N -5.83912 -4.48582 -0.80091 -0.528 -0.278 0.113 0.13
H -3.74466 -2.26763 -0.17800 0.077 0.359 -0.459 0.03
H -3.31529 -3.00056 -1.80588 0.005 0.299 0.064 0.09
H -2.81388 -3.71631 -0.25435 -0.018 -0.117 -0.122 0.07
C -1.36796 -0.58562 0.59759 0.579 0.934 -0.461 -0.07
C -0.56546 -1.76847 0.36191 -0.183 -0.323 0.354 -0.24
N 0.11938 -2.67988 0.23823 -0.055 -0.021 -0.240 0.18
H -0.72932 0.25111 0.28857 -0.167 0.070 0.123 0.07
H -1.59888 -0.43167 1.64831 -0.091 -0.294 0.043 0.08
H -2.24992 -0.49897 -0.03097 -0.075 -0.306 0.098 0.06
```
Positions in Å, forces in eV/Å.

DFT total energy = -2278.12409 Ha
Total charge = 0
Energy relative to the best compared isomer or geometry (same formula, charge and spin) = 14.0 kcal per mole
E_LUMO = -1.82 eV